17
Properties=species:S:1:pos:R:3:forces:R:3 method="wB97M-V/def2-TZVPD" spin_multiplicity=1 lumo_ev=0.39 homo_energy_ev=-8.50 relative_energy_ev=8.095 gap_ev=8.9 charge=0
C -1.3171 0.0112 -0.1521 -8.0 2.0 -3.6
C 0.0853 0.1824 0.0096 0.4 3.7 0.4
C 0.6974 -0.4230 1.1862 -1.3 -3.8 2.1
C 1.1973 -0.6808 -0.2869 0.6 -2.7 -0.9
H -3.1282 -1.0394 -0.4990 -1.8 -0.1 -1.1
H -1.4125 -2.0985 -0.4906 -4.5 2.8 0.3
H -1.0361 1.8953 -0.1455 -4.6 -1.9 -0.4
H 0.1910 2.5789 -0.7817 1.1 -4.7 2.3
H 1.2527 1.6539 0.4465 -0.1 1.0 -0.2
H -0.1216 -1.2723 1.4164 2.4 1.6 0.3
H 1.0606 0.0942 2.1832 -0.2 -0.9 -2.8
H 0.7235 -1.5513 -0.8813 1.6 0.5 1.4
H 3.2486 -0.7002 -0.5544 -2.7 1.0 -0.4
N -2.2071 -1.2322 -0.2808 10.3 -0.6 1.6
N -1.9362 1.1684 -0.4010 2.4 -1.7 1.5
N 0.3014 1.6098 0.0796 3.4 4.5 -1.5
O 2.4008 -0.1965 -0.8484 1.1 -0.7 1.0